DFT (ωB97M-V/def2-TZVPD) results for a 21-piece molecular cluster, C84H126O42 overall.

Summary:
Maximum force = 0.1004 hartree/bohr
LUMO energy = 0.50 eV
HOMO-LUMO gap = 10.38 eV
Relative energy (zero: lowest compared OMol25 entry of this formula, charge and spin) = 0.00 kJ/mol

```
! RIJCOSX wB97M-V def2-TZVPD def2/J DEFGRID3
* xyz 0 1
O -27.288 9.766 -21.944
C -17.165 2.950 -26.193
H -20.949 10.974 -13.981
C -23.818 6.077 -17.708
C -22.883 -2.780 -15.605
H -22.786 1.213 -16.552
H -22.809 12.791 -20.686
C -22.496 12.173 -19.872
C -21.950 2.554 -12.752
H -19.488 1.219 -15.064
H -19.919 10.247 -24.020
O -16.237 12.211 -16.277
H -21.574 8.589 -13.971
H -21.676 7.988 -17.133
H -20.401 8.020 -15.306
H -21.022 10.415 -22.609
O -22.994 -1.031 -17.215
O -16.716 0.584 -15.488
C -17.955 4.438 -20.251
H -25.861 8.304 -18.923
H -20.781 -2.191 -15.559
H -21.605 3.711 -19.145
C -13.921 5.371 -19.519
O -17.468 2.026 -17.011
H -26.989 11.714 -23.500
H -19.777 0.557 -19.549
O -21.435 0.547 -14.119
C -18.415 0.880 -22.262
C -15.623 3.979 -14.832
H -21.791 8.272 -23.318
O -22.007 10.959 -20.429
C -18.781 8.385 -21.971
C -27.021 8.814 -21.296
C -14.174 11.388 -15.761
H -14.629 5.989 -14.805
O -27.573 2.013 -16.903
C -23.380 2.079 -16.890
O -19.305 9.347 -17.511
O -13.602 7.644 -22.208
H -22.865 -2.722 -14.530
C -15.448 5.462 -14.299
C -22.681 8.053 -17.503
H -28.059 9.125 -19.437
H -15.819 11.667 -14.352
C -14.258 8.340 -22.973
C -17.567 4.327 -24.252
H -19.170 12.573 -14.359
H -18.248 10.100 -20.068
H -16.671 -1.353 -14.690
H -21.200 -3.394 -16.863
H -18.570 11.143 -15.247
C -23.255 3.318 -12.969
O -17.463 3.788 -21.149
C -21.714 3.092 -18.249
H -21.540 4.176 -22.833
C -21.954 3.855 -16.962
H -14.795 5.854 -19.977
H -24.476 8.762 -16.635
H -15.842 10.170 -20.098
H -23.358 9.999 -24.589
H -21.834 2.422 -11.698
O -19.161 4.979 -20.375
H -24.453 1.946 -16.695
C -19.854 7.416 -22.573
C -22.232 1.287 -13.561
H -13.127 5.967 -19.958
C -26.466 7.538 -19.410
C -17.703 1.163 -16.227
H -22.801 1.235 -18.709
H -18.096 11.385 -18.874
O -17.801 8.087 -21.385
H -16.416 2.894 -26.996
O -17.639 2.840 -13.810
O -17.682 5.008 -14.463
C -23.784 11.813 -19.120
H -26.675 6.712 -18.697
H -18.900 6.653 -19.471
H -21.456 3.283 -21.292
H -16.585 2.292 -24.296
C -21.784 -1.489 -17.336
H -22.761 2.494 -23.816
H -25.626 9.968 -25.456
H -22.220 1.480 -22.459
C -16.202 10.183 -19.113
O -23.555 1.181 -13.839
C -28.714 3.212 -18.667
H -24.646 7.117 -20.391
O -25.978 8.059 -21.626
O -20.988 12.980 -16.420
C -15.606 11.310 -15.337
C -23.770 -1.663 -16.183
H -17.730 1.982 -26.125
H -24.575 12.534 -19.199
H -23.292 -3.732 -15.732
H -24.572 1.955 -12.154
C -19.382 5.766 -19.173
O -22.642 8.961 -20.918
O -22.937 3.212 -16.260
H -16.698 6.156 -15.862
H -19.297 12.343 -17.339
H -28.622 3.317 -19.741
H -23.166 4.814 -20.637
O -26.807 3.739 -15.694
H -15.346 5.456 -13.227
C -27.682 4.137 -17.938
H -12.946 3.546 -20.453
C -22.886 9.998 -20.468
H -16.842 10.398 -23.605
C -24.178 10.518 -19.931
H -24.758 -1.975 -16.549
H -14.613 10.162 -21.811
O -19.090 9.684 -22.165
O -14.388 8.235 -24.296
H -23.234 3.979 -13.848
H -16.279 0.853 -21.724
O -19.158 6.942 -12.892
C -26.146 11.625 -24.183
C -13.970 12.679 -16.494
C -21.191 6.447 -13.953
O -18.522 0.971 -23.432
H -17.393 -0.106 -13.570
O -18.139 3.900 -26.520
H -23.577 5.986 -15.676
C -14.064 5.424 -18.072
O -18.847 9.076 -13.428
C -17.765 10.405 -19.160
H -22.188 6.499 -13.499
C -19.490 8.095 -13.449
C -19.356 11.913 -15.162
H -24.002 9.650 -22.940
H -16.054 10.347 -15.516
C -27.636 8.346 -20.049
H -14.605 3.642 -20.636
H -25.205 2.524 -13.733
C -20.797 7.886 -14.263
H -23.606 5.231 -22.325
H -29.675 3.626 -18.478
C -17.038 3.806 -14.316
H -24.605 9.715 -19.354
C -19.176 1.302 -20.123
C -14.062 3.144 -18.624
C -16.586 3.268 -24.816
C -18.430 4.702 -25.470
H -21.673 12.623 -19.269
C -24.214 6.642 -16.298
O -15.763 14.051 -17.409
H -15.766 11.039 -18.558
H -14.857 9.707 -25.554
O -14.012 4.177 -17.591
C -18.565 5.148 -18.059
H -23.835 2.737 -18.833
H -17.137 1.892 -19.708
H -18.437 5.871 -17.231
C -16.769 6.043 -14.783
H -15.844 8.962 -21.756
H -14.059 10.586 -16.560
H -20.463 8.082 -24.531
H -16.174 8.107 -19.094
O -21.428 4.868 -16.612
C -17.227 0.506 -21.319
H -29.407 1.506 -17.605
C -21.541 -2.574 -16.244
C -17.704 1.023 -19.962
H -20.652 10.236 -15.578
H -16.962 6.994 -14.271
C -17.380 4.704 -18.845
H -20.824 2.471 -18.108
H -13.279 12.658 -17.326
C -24.179 10.238 -23.854
H -15.613 3.727 -24.944
H -23.527 11.600 -18.092
C -15.134 9.474 -22.486
O -17.194 8.841 -17.503
O -25.095 12.404 -23.547
O -24.302 5.112 -18.232
H -13.687 13.447 -15.770
H -25.940 6.059 -20.820
C -27.297 3.323 -16.712
H -13.311 2.435 -18.367
H -16.276 8.591 -25.282
H -13.455 11.212 -14.959
C -20.720 8.372 -23.505
H -19.432 -1.069 -14.438
H -17.173 -0.626 -21.409
C -23.714 8.053 -16.412
O -22.954 6.844 -18.323
H -26.746 4.225 -18.507
H -19.412 6.686 -23.192
O -19.147 5.656 -25.538
H -20.528 6.937 -21.819
O -25.585 3.649 -21.098
H -20.591 5.727 -11.999
O -14.139 6.445 -17.443
H -14.904 3.236 -14.497
H -15.273 11.095 -23.856
H -17.532 0.265 -19.202
C -22.964 2.252 -18.349
H -19.710 5.047 -13.378
H -23.902 -0.928 -15.351
C -24.506 3.483 -21.619
O -22.815 11.774 -15.980
H -28.090 0.999 -18.618
H -17.052 5.191 -23.788
H -19.041 4.286 -17.705
C -19.530 12.791 -16.365
O -23.029 12.133 -22.755
H -28.121 5.096 -17.761
C -16.086 8.886 -18.401
H -23.594 3.872 -12.093
C -25.588 10.172 -24.402
H -15.046 2.697 -18.554
C -20.150 5.917 -13.012
C -23.985 11.683 -23.348
O -21.000 -1.154 -18.211
C -24.283 2.243 -13.156
C -15.766 10.133 -23.696
H -24.689 10.729 -20.880
C -20.672 11.163 -15.015
C -25.715 7.107 -20.628
C -17.293 -0.466 -14.640
C -22.135 3.567 -22.101
H -28.539 7.779 -20.408
H -19.415 2.340 -19.814
C -18.729 -0.754 -15.223
H -18.278 3.964 -23.468
H -15.200 8.712 -17.748
H -22.697 8.939 -18.130
C -15.434 9.183 -24.788
H -26.388 12.040 -25.183
H -21.113 3.082 -13.233
C -28.500 1.853 -18.030
C -23.303 4.401 -21.648
O -19.502 1.183 -21.477
O -24.166 2.368 -22.305
H -19.695 0.396 -16.737
H -20.384 5.850 -18.894
H -26.157 9.290 -23.927
H -23.095 8.414 -15.535
C -22.745 2.390 -22.741
C -19.045 0.570 -15.831
C -13.828 3.905 -19.916
C -20.258 9.752 -23.093
H -18.646 -1.505 -15.996
H -16.567 5.375 -18.961
H -21.168 5.833 -14.886
C -21.642 11.993 -15.792
H -17.086 3.728 -18.481
C -18.210 9.461 -18.021
H -15.587 4.126 -15.899
C -15.372 13.063 -16.846
H -25.229 6.472 -15.913
H -19.045 13.750 -16.272
*
```

DFT (ωB97M-V/def2-TZVPD) results for C4H5EuO2 as an isolated structure.

Summary:
Maximum force = 0.1160 hartree/bohr
LUMO energy (alpha / beta) = -5.92 / -5.75 eV
HOMO-LUMO gap (alpha / beta) = 4.15 / 4.38 eV
Relative energy (zero: lowest compared OMol25 entry of this formula, charge and spin) = 288.57 kJ/mol

```
! RIJCOSX wB97M-V def2-TZVPD def2/J DEFGRID3
* xyz 1 8
O -2.036 -1.277 -0.618
O 2.307 0.884 0.415
C -1.315 -0.655 0.427
H -0.744 -1.396 1.014
H 1.599 0.341 -1.501
H -1.992 -0.139 1.130
Eu 4.047 -0.554 1.205
H -2.394 -2.109 -0.298
C -0.087 1.525 -0.504
C 1.351 0.496 -0.431
H -0.368 2.549 -0.722
C -0.369 0.335 -0.118
*
```

DFT (ωB97M-V/def2-TZVPD) results for one molecule with the formula C4H10N2O.

Summary:
Maximum force = 0.1536 hartree/bohr
LUMO energy (alpha / beta) = 0.28 / 0.67 eV
HOMO-LUMO gap (alpha / beta) = 7.98 / 8.69 eV
Relative energy (zero: lowest compared OMol25 entry of this formula, charge and spin) = 636.71 kJ/mol

```
! RIJCOSX wB97M-V def2-TZVPD def2/J DEFGRID3
* xyz 0 1
H 0.021 2.046 -1.179
C 2.164 -1.336 -0.647
O 1.686 0.477 1.013
H -0.954 -0.607 -1.128
N 1.405 -0.666 0.561
N -1.126 0.920 0.336
H 2.745 -0.612 -1.175
C 0.128 -1.254 0.914
H 1.746 -2.267 -0.784
H -0.026 -2.249 0.430
C -0.993 -0.495 0.022
H -1.741 2.021 -1.227
H -1.125 1.202 1.274
H -1.866 -1.034 0.300
C -0.969 2.047 -0.557
H 0.105 -1.153 1.945
H -1.199 2.960 -0.097
*
```

DFT (ωB97M-V/def2-TZVPD) results for C19H24N2O9RuSSi as an isolated structure.

Summary:
Maximum force = 0.0069 hartree/bohr
LUMO energy (alpha / beta) = 2.36 / 2.34 eV
HOMO-LUMO gap (alpha / beta) = 6.56 / 5.92 eV
Relative energy (zero: lowest compared OMol25 entry of this formula, charge and spin) = 32.18 kJ/mol

```
! RIJCOSX wB97M-V def2-TZVPD def2/J DEFGRID3
* xyz -1 2
H 2.323 4.027 5.036
Si 2.877 0.727 0.363
C 2.440 3.411 4.152
O 1.700 -0.476 0.446
H 2.406 -2.934 -1.049
H 1.257 -4.964 -1.828
C 3.803 2.018 2.749
C 2.735 1.806 1.878
O 2.752 -2.439 1.520
H -2.154 -3.998 -2.286
H 5.337 0.708 0.190
H -6.833 -0.032 -0.574
C -5.818 0.339 -0.569
H 0.403 3.657 3.520
N -0.171 -3.427 -1.996
O -7.819 2.072 -1.216
C 4.561 -0.058 0.259
O 0.232 -1.242 -2.421
O -2.489 -0.801 0.053
H 1.509 2.215 -1.039
H -1.863 -3.049 -0.800
C 2.145 -2.626 -2.063
H 0.659 2.242 1.523
H -4.161 3.245 -1.146
C -1.593 -3.167 -1.853
H 3.227 2.324 -1.482
S 1.509 -1.711 1.533
Ru -0.479 -0.398 0.147
H -0.425 -5.460 -1.681
O -0.815 1.551 -0.364
H 4.753 -0.690 1.127
C -1.929 2.046 -0.598
O 1.158 -1.069 2.768
C 0.659 -2.366 -2.171
H -1.951 3.115 -0.848
H 4.623 -0.687 -0.631
C 1.511 2.413 2.173
C 3.662 2.816 3.877
H 2.236 0.934 -1.996
N -6.693 2.553 -1.230
C 2.425 1.642 -1.187
H 2.657 -1.698 -2.300
H 0.366 -4.610 -0.334
H 2.469 -3.404 -2.757
H -4.920 -1.505 0.004
C -3.208 1.400 -0.578
O 0.397 -2.410 0.862
H 4.502 2.965 4.545
O -6.471 3.725 -1.502
C 1.363 3.206 3.300
C 0.290 -4.678 -1.422
C -4.771 -0.464 -0.254
C -3.411 0.009 -0.243
H 4.760 1.546 2.554
C -5.583 1.695 -0.896
C -4.310 2.203 -0.895
H -1.841 -2.245 -2.369
*
```